No. 1
Computed, not measured: a molecular structure, C28H41N8PPdS at a distorted geometry, with wB97M-V/def2-TZVPD.

The calculation puts the frontier orbital gap at 5.69 eV. The charge is +2. The value obtained for the highest occupied orbital energy is -13.53 eV.

Geometry as XYZ:
```
80
Properties=species:S:1:pos:R:3:forces:R:3:lowdin_charge:R:1
Pd -0.9921 -1.4701 -1.0571 3.367 0.130 -2.266 0.6123
S -1.8300 -2.3344 -3.0343 -0.389 -0.274 0.446 0.6839
P -0.7650 0.3583 0.9693 -1.102 1.284 1.220 0.7358
N -2.0199 0.7605 -0.0780 1.228 -0.610 0.537 -0.2297
N 0.4253 -0.0983 -0.0405 -1.049 -0.781 0.011 -0.1465
N -0.4331 -2.7619 -5.2484 -0.029 0.009 0.535 0.1411
N -0.3108 1.6619 1.8845 -0.192 -1.289 -0.668 -0.2108
N -1.4293 -0.8068 1.9742 0.584 0.825 -0.809 -0.1954
N 0.9915 -1.4637 -2.3182 -0.687 -0.133 1.501 0.0544
N 0.7985 -1.9463 -3.5157 1.542 0.078 -1.150 -0.0254
N 1.7527 -0.2719 0.2509 0.904 -0.214 -1.025 -0.0383
C -1.6983 -1.8507 4.1841 0.174 -0.137 -0.097 -0.1618
C 0.3316 2.7253 1.1137 0.666 0.259 -0.166 -0.1973
C 5.2358 -2.0749 -4.0940 0.149 -0.008 -0.280 -0.0510
C 3.8254 -0.6344 -5.4065 0.049 0.094 0.120 -0.0534
C 0.8769 3.8905 3.2385 0.241 -0.222 0.069 -0.1802
C -0.9465 2.1628 3.0937 0.051 -0.004 0.708 -0.1896
C 0.1261 2.7890 3.9896 -0.240 0.221 -0.147 -0.1622
C 3.5506 0.1484 1.7657 0.645 -0.137 -0.719 0.0001
C -0.3425 -2.3453 -3.9811 -0.846 0.147 1.032 -0.7566
C -3.2048 -2.4559 2.2983 0.037 -0.237 -0.082 -0.1598
C -2.5425 -2.9675 3.5738 -0.044 0.309 0.011 -0.1801
C 2.2579 -1.0649 -2.0267 -2.856 -0.997 -2.516 -0.1356
C 2.2281 -0.0321 1.4929 -0.192 0.002 0.494 -0.0423
C 4.0226 -0.2249 -0.5417 -0.922 -0.510 -0.555 0.0423
C 1.4583 3.3399 1.9369 -0.300 0.243 -0.039 -0.1652
C 4.3701 -1.9704 -3.0224 -0.544 0.050 -0.112 -0.0445
C 2.9405 -0.5404 -4.3499 0.394 0.237 0.376 -0.0341
C 2.6546 -0.5384 -0.7940 0.209 1.211 2.581 -0.0613
C -3.2299 1.2927 0.5540 -0.797 -0.246 0.321 -0.1903
C -2.1370 -1.9291 1.3418 -0.147 -0.395 -0.271 -0.2451
C -4.2828 1.4724 -1.7136 -0.004 -0.242 -0.011 -0.1820
C -2.9592 0.9801 -2.2926 -0.084 0.042 0.132 -0.1948
C 4.4718 0.1114 0.6984 -0.630 0.161 1.084 0.0108
C -1.8021 1.3906 -1.3793 0.029 -0.136 -0.940 -0.2193
C -0.7086 -1.2862 3.1627 0.106 0.049 0.523 -0.2028
C 4.9805 -1.3911 -5.2776 0.073 -0.130 0.298 -0.0473
C 3.2202 -1.1889 -3.1391 0.506 0.079 -0.381 -0.2120
C -4.4495 0.9302 -0.2954 0.098 0.259 -0.068 -0.1611
H 1.9257 4.1329 1.3530 0.074 0.018 0.025 0.1247
H -0.3572 3.2034 4.8742 0.035 -0.060 0.070 0.1238
H 2.0672 0.0912 -4.4391 -0.061 -0.074 -0.007 0.1181
H 0.0075 -2.0722 2.8752 -0.043 0.097 -0.017 0.1324
H -1.4142 -2.7561 1.1322 -0.323 0.356 0.031 0.1274
H -0.4030 3.5064 0.8821 -0.042 -0.080 -0.088 0.1337
H 1.6820 4.2792 3.8632 -0.096 0.101 0.008 0.1209
H -5.1160 1.1411 -2.3349 0.026 0.063 -0.009 0.1225
H 5.6939 -1.4294 -6.0847 0.037 -0.109 -0.138 0.1154
H 2.2173 2.5845 2.1537 -0.003 0.050 -0.035 0.0942
H 0.3973 -2.8687 -5.8106 -0.001 0.034 0.077 0.1314
H 3.6319 -0.0947 -6.3203 -0.039 0.039 -0.092 0.1139
H 4.5517 -2.5261 -2.1133 0.094 -0.052 0.066 0.1256
H -5.3463 1.3452 0.1654 0.008 -0.071 0.070 0.1253
H -1.6903 2.9292 2.8395 -0.011 -0.109 -0.050 0.1307
H -3.3007 -3.2902 4.2864 0.020 -0.058 -0.017 0.1244
H 5.5098 0.3324 0.8753 0.192 0.027 -0.040 0.1322
H -3.3288 0.8821 1.5611 0.019 0.053 -0.048 0.1122
H -0.8422 1.0618 -1.7988 -0.221 0.234 0.146 0.0963
H 0.7076 2.3135 0.1725 -0.047 0.156 0.031 0.1095
H -1.3123 -3.1121 -5.5889 0.028 -0.045 -0.106 0.1092
H 4.7137 -0.2953 -1.3660 -0.074 -0.018 -0.036 0.1236
H -0.1515 -0.4599 3.6095 -0.003 -0.025 -0.037 0.1001
H -4.2999 2.5651 -1.7046 -0.019 0.030 0.019 0.1229
H -1.4558 1.3448 3.6025 -0.071 0.054 -0.005 0.1073
H -3.8949 -1.6483 2.5443 -0.068 0.080 -0.081 0.1222
H 0.8370 2.0252 4.3154 -0.055 -0.094 0.050 0.1137
H -3.7744 -3.2447 1.8087 -0.013 -0.029 -0.039 0.1266
H 6.1078 -2.7030 -4.0062 0.151 -0.006 -0.016 0.1150
H -2.3465 -1.0460 4.5350 -0.012 0.056 0.029 0.1205
H 3.8717 0.3491 2.7738 -0.049 0.015 0.134 0.1307
H 1.4726 0.0633 2.2558 0.093 0.057 0.004 0.1000
H -2.7994 1.3837 -3.2910 0.040 -0.046 -0.084 0.1244
H -1.8016 2.4818 -1.2750 0.142 -0.003 0.058 0.1291
H 0.1956 4.7157 3.0141 0.030 0.030 0.029 0.1234
H -1.9127 -3.8304 3.3477 0.012 -0.060 -0.009 0.1223
H -2.9826 -0.1224 -2.3574 0.028 0.503 -0.126 0.0301
H -2.6319 -1.5978 0.3958 0.076 -0.100 0.397 0.0865
H -1.1396 -2.2276 5.0413 0.020 0.069 0.026 0.1254
H -4.5575 -0.1580 -0.3367 -0.032 0.000 0.093 0.1142
H -3.1653 2.3864 0.6330 0.161 -0.069 0.018 0.1336
```
Forces are in eV/Å.


No. 2
Computed, not measured: a molecular structure, C28H42BrCl4F12KLiNO3PS at a distorted geometry, with wB97M-V/def2-TZVPD.

The calculation puts the frontier orbital gap at 1.01 eV. The charge is -1. The value obtained for the highest occupied orbital energy is -2.85 eV.

Geometry as XYZ:
```
95
Properties=species:S:1:pos:R:3:forces:R:3:lowdin_charge:R:1
Br -4.5835 -4.8761 0.3942 0.309 -0.096 0.113 0.5196
K -1.6237 4.1766 -0.1320 -0.002 -0.619 2.029 0.7765
Cl -1.8516 4.4832 -5.0254 -0.230 -0.357 0.454 0.5860
Cl 3.1679 2.3712 -1.0765 -0.145 -0.020 -0.032 0.5371
Cl 2.7006 4.5333 -2.9795 -0.123 0.085 -0.162 0.5388
Cl -0.8790 5.1521 -2.3557 0.471 0.801 -1.508 0.4850
S -0.9137 0.6629 2.4339 3.150 2.858 -1.731 1.0280
P -2.3696 -5.3736 2.7604 1.592 1.066 -1.207 0.7539
F 0.6885 5.5540 5.5374 -1.307 -0.268 1.549 -0.6775
F 0.6441 0.0212 2.2600 -2.916 1.120 -0.099 -0.1694
F -0.2561 2.0220 3.1929 -1.199 -2.784 -1.656 -0.1570
F 2.7326 6.4776 1.0122 -1.676 1.112 -2.906 -0.5962
F -3.4181 -1.0186 3.6658 2.800 -0.285 0.738 0.0428
F -0.6670 1.4582 0.9547 -0.732 -1.269 2.012 -0.2179
F -1.4685 0.8471 5.0289 0.713 -2.250 -2.463 0.0754
F -1.4923 -0.6561 1.5739 0.315 2.061 1.444 -0.1745
F -2.4309 -1.4067 5.6521 0.627 0.417 -2.582 0.0367
F 0.2194 -0.5527 4.5329 -3.395 0.418 -1.074 0.0865
F -2.4095 1.4233 2.5261 1.962 -1.850 -0.352 -0.1785
F 1.0899 -3.7036 -5.0855 -0.274 0.105 -0.018 -0.7830
O 3.7255 4.8784 2.1766 0.642 -1.697 1.193 -0.1874
O -1.9272 8.0697 -10.3499 0.146 -0.041 0.207 0.1008
O 1.1689 7.0736 -6.1638 -0.226 0.029 -0.157 0.1091
N -0.6126 -5.4352 3.1017 -0.331 -1.037 -0.324 -0.2869
C 4.1901 -5.5312 -4.1040 -0.119 0.234 0.131 -0.1065
C -0.7850 6.5392 -7.3577 -0.179 -0.043 -0.157 0.0021
C -2.3010 -3.4650 2.5955 0.563 0.290 -0.878 -0.2727
C 2.2075 3.8069 -1.4423 -0.022 0.064 0.562 -1.0383
C 0.4595 7.3024 -7.1256 0.242 -0.031 0.198 -0.3730
C 2.3745 -5.0111 -2.0643 0.224 0.065 -0.152 -0.1174
C 1.9974 5.7502 3.5449 0.649 0.899 -0.410 -0.2271
C -1.0730 -0.1642 4.1062 0.329 1.274 3.907 -0.3177
C -1.2171 7.8415 -9.3890 -0.246 0.072 -0.338 -0.3884
C 0.1613 -5.4726 1.8287 1.931 -0.029 -0.703 -0.3168
C 2.6819 3.9152 2.2441 0.661 0.492 0.135 -0.2600
C -1.6101 -2.7785 3.8584 0.203 -0.900 -0.184 -0.1064
C -5.2122 -4.7414 3.3757 -0.171 1.144 -0.959 -0.2928
C 3.5529 -4.2973 -4.0386 0.266 -0.168 0.045 -0.1046
C -2.1480 -1.3325 4.2388 -1.088 -1.622 1.791 -0.3046
C 0.8083 8.3539 -8.1046 0.006 0.194 -0.258 0.0266
C 3.9148 -6.5107 -3.1528 -0.080 -0.069 0.101 -0.1322
C 2.3214 -5.4042 3.4101 0.191 0.854 -0.610 -0.1259
C 3.4277 5.9420 3.0931 0.310 0.058 0.358 -0.2530
C -4.2236 -5.4490 2.3045 -2.287 -1.602 2.180 -0.7790
C 0.0282 8.6047 -9.1564 0.255 0.055 0.177 0.0211
C 1.8440 4.2515 3.4640 0.186 -0.173 0.148 -0.2053
C -1.5651 6.7900 -8.4094 0.063 -0.151 0.274 0.0290
C 1.6778 -4.9325 2.0138 -0.437 -0.334 0.387 -0.2233
C 2.6467 -4.0356 -3.0159 -0.056 0.022 0.228 -0.1193
C -0.5707 5.2732 -4.0949 0.247 0.102 -0.518 -0.9427
C 3.0050 -6.2516 -2.1344 0.048 -0.035 -0.076 -0.1369
C -6.1774 -3.6245 2.7185 -0.542 -0.316 0.970 -0.1833
Li -5.2825 -4.6651 -2.1131 0.255 -0.077 0.250 0.7212
H 1.3187 6.2328 2.8357 0.191 0.002 -0.046 0.0936
H 0.8088 3.9244 3.3764 -0.022 0.134 0.099 0.0702
H 1.6964 -3.7933 1.9832 -0.070 -1.469 -0.106 0.1050
H 4.1274 5.8547 3.9383 0.008 -0.237 0.242 0.1011
H -5.6046 -2.8020 2.1830 -0.712 -1.222 0.540 0.0531
H -2.6599 -6.0257 4.0234 -0.170 0.488 -0.601 0.0735
H 4.4097 -7.4754 -3.2065 -0.030 0.039 0.010 0.0836
H 1.1550 3.5194 -1.5115 0.336 -0.106 -0.163 -0.0319
H 2.2768 3.7827 4.3534 -0.137 0.020 0.021 0.1105
H 0.2672 9.3711 -9.8830 -0.039 -0.020 -0.015 0.1218
H -0.2881 -4.8527 0.9866 0.201 -0.745 1.154 0.0963
H 2.7871 -7.0153 -1.3936 0.021 -0.006 -0.021 0.0786
H -1.6040 -3.2870 1.6955 -1.153 -0.320 1.248 0.0947
H -4.5156 -6.5647 2.3209 0.482 1.622 -0.490 0.0695
H 3.1111 2.9098 2.2917 0.100 -0.110 -0.138 0.0987
H -0.4562 -6.3647 3.5390 0.004 0.955 -0.095 0.0664
H -1.7589 -3.4885 4.7508 0.147 1.560 -1.069 0.1278
H -4.5775 -4.1797 4.1467 -0.761 -0.974 -0.939 0.1017
H 0.3799 4.7922 -4.3183 -0.120 0.002 0.234 0.0001
H 2.2546 -4.5246 4.1436 0.064 -1.495 -0.876 0.0749
H -6.9667 -4.1255 2.0489 1.345 0.883 0.820 0.0682
H 3.7612 -3.5387 -4.7828 -0.193 -0.080 0.062 0.0994
H 4.9019 -5.7321 -4.8984 -0.065 0.000 0.033 0.0901
H 2.0967 4.0070 1.3262 -0.365 -0.031 -0.340 0.0596
H -6.7506 -3.1136 3.5692 0.799 -0.730 -1.156 0.0848
H 1.7967 6.1609 4.5465 0.072 -0.365 -0.401 0.0578
H -1.0243 5.7705 -6.6287 0.125 0.308 -0.453 0.0077
H 3.4309 -5.6128 3.2163 -1.630 0.077 0.551 0.0790
H 2.2922 -5.3289 1.1416 -0.818 0.619 1.060 0.0950
H 1.7235 8.9026 -7.9196 -0.006 -0.035 0.039 0.1249
H -3.3108 -3.0523 2.2914 1.216 -0.385 0.697 0.0526
H -2.4804 6.2410 -8.5940 0.006 0.020 -0.037 0.1233
H 1.6680 -4.8066 -1.2650 -0.002 0.002 -0.044 0.0714
H -0.4752 -2.7866 3.6776 -1.782 0.304 0.362 0.1311
H -0.5260 6.3243 -4.3727 -0.047 -0.132 0.201 0.0347
H -5.8618 -5.5222 3.8907 1.002 1.018 -0.655 0.1117
H 1.7753 -6.3023 3.8422 0.949 1.049 -0.515 0.0582
H 3.5896 6.9018 2.6077 0.056 -0.224 0.052 0.0871
H 0.2489 -6.5482 1.4264 -0.288 1.438 0.511 0.1194
H 2.3440 4.5408 -0.6427 0.242 0.234 0.002 0.0033
H -2.1062 -6.1659 1.5690 -0.538 0.298 0.339 0.0391
H 2.1542 -3.0731 -2.9631 0.010 -0.162 -0.185 0.0918
```
Forces are in eV/Å.